1.
{"formula": "C27H20Br2F5FeN3O5P", "method": "wB97M-V/def2-TZVPD", "gap_ev": [7.6209, 7.5868], "spin_multiplicity": 2, "e_tot_ev": -240382.125, "species": ["Br", "Br", "Fe", "P", "F", "F", "F", "F", "F", "O", "O", "O", "O", "O", "N", "N", "N", "C", "C", "C", "C", "C", "C", "C", "C", "C", "C", "C", "C", "C", "C", "C", "C", "C", "C", "C", "C", "C", "C", "C", "C", "C", "C", "C", "H", "H", "H", "H", "H", "H", "H", "H", "H", "H", "H", "H", "H", "H", "H", "H", "H", "H", "H", "H"], "xyz": [[4.625, -2.184, 0.756], [2.167, -4.376, 5.354], [0.024, -0.297, 0.161], [0.846, 0.830, -1.815], [-2.926, -4.623, -3.141], [0.417, -3.581, -0.066], [-0.908, -5.370, -1.473], [-2.217, -0.149, -2.031], [-3.551, -1.980, -3.379], [-1.645, 0.516, 0.401], [2.350, 0.344, -1.935], [0.290, 0.792, -3.324], [1.750, -1.091, 0.315], [1.007, 2.425, -1.708], [0.829, 1.273, 1.187], [-0.344, -1.347, 1.802], [1.014, 3.244, 2.098], [3.136, -3.156, 2.994], [-0.553, -3.107, -0.870], [2.067, 1.362, 1.786], [0.183, -0.416, -4.085], [1.902, -1.802, 1.395], [2.193, 2.582, 2.360], [2.032, -3.333, 3.778], [-1.544, -2.228, 3.643], [-3.197, 2.185, -0.154], [-1.947, 1.792, 0.361], [-3.575, 3.509, -0.174], [3.276, 0.948, -2.846], [-1.865, -1.436, -1.807], [-2.578, -2.367, -2.543], [-1.096, 2.798, 0.864], [0.211, 2.426, 1.380], [-2.728, 4.502, 0.324], [-1.469, -1.467, 2.464], [0.011, 3.304, -2.259], [-1.231, -4.078, -1.592], [0.773, -1.974, 2.250], [-2.259, -3.707, -2.437], [3.076, -2.395, 1.811], [-0.427, -2.853, 4.125], [-1.503, 4.135, 0.837], [0.794, -2.741, 3.424], [-0.833, -1.750, -0.936], [-3.023, 5.542, 0.300], [-2.320, -0.941, 2.052], [-3.842, 1.407, -0.542], [3.514, 1.960, -2.521], [0.904, -1.162, -3.746], [2.867, 0.976, -3.856], [4.076, -3.608, 3.275], [-0.825, -0.815, -4.016], [0.395, -0.152, -5.119], [4.170, 0.331, -2.826], [-2.491, -2.307, 4.159], [-0.997, 2.917, -2.109], [-4.539, 3.781, -0.585], [0.109, 4.253, -1.739], [-0.835, 4.910, 1.197], [-0.467, -3.439, 5.033], [2.777, 0.557, 1.734], [2.995, 3.032, 2.916], [0.192, 3.439, -3.324], [0.764, 4.161, 2.421]], "lowdin_spin": [0.001, 0.001, 1.000, -0.013, 0.001, 0.001, -0.001, 0.001, -0.001, 0.040, -0.002, -0.004, 0.017, -0.004, -0.006, -0.012, 0.000, -0.001, -0.001, -0.001, 0.000, -0.001, 0.001, 0.005, -0.001, 0.002, 0.002, 0.000, -0.001, 0.000, -0.001, 0.002, 0.000, 0.002, -0.002, 0.000, -0.002, 0.000, 0.004, 0.004, -0.001, 0.000, 0.000, -0.027, 0.000, 0.000, 0.000, 0.000, 0.000, 0.000, 0.000, 0.000, 0.000, 0.000, 0.000, 0.000, 0.000, 0.000, 0.000, 0.000, 0.000, 0.000, 0.000, 0.000]}

2.
{"formula": "C3H9N3", "method": "wB97M-V/def2-TZVPD", "charge": 2, "gap_ev": [7.5676, 8.8587], "e_tot_ev": -7704.552, "species": ["N", "N", "N", "C", "C", "C", "H", "H", "H", "H", "H", "H", "H", "H", "H"], "xyz": [[0.160, -0.099, 2.991], [-0.479, 0.424, -1.258], [-1.279, -1.424, 1.420], [-0.275, -0.681, 1.913], [-0.176, -1.226, 0.553], [0.840, 0.824, -1.670], [0.502, -2.003, 0.194], [-0.966, 1.320, -1.146], [-0.996, -0.243, -1.862], [-0.366, -0.025, 3.781], [1.614, 0.149, -2.021], [0.664, 1.451, -2.618], [-2.230, -1.814, 1.447], [1.148, 0.046, 3.114], [1.343, 1.553, -0.953]], "lowdin_charge": [0.336, 0.094, 0.268, -0.150, 0.212, -0.115, 0.163, 0.144, 0.150, 0.130, 0.097, 0.147, 0.220, 0.175, 0.127]}

3.
{"formula": "C22H13Cl5N3ORbS", "method": "wB97M-V/def2-TZVPD", "gap_ev": 6.5401, "e_tot_ev": -103647.688, "species": ["Rb", "Cl", "Cl", "Cl", "Cl", "Cl", "S", "O", "N", "N", "N", "C", "C", "C", "C", "C", "C", "C", "C", "C", "C", "C", "C", "C", "C", "C", "C", "C", "C", "C", "C", "C", "C", "H", "H", "H", "H", "H", "H", "H", "H", "H", "H", "H", "H", "H"], "xyz": [[-1.360, 1.384, 0.410], [-5.638, 4.197, 0.746], [-8.965, -0.045, 0.801], [-6.486, -1.959, 0.765], [-8.524, 3.030, 0.768], [-3.604, -0.736, 0.714], [4.001, 0.956, 1.617], [-3.547, 2.145, 0.732], [0.008, -0.940, 2.133], [1.715, 1.839, 0.799], [0.078, -1.079, -0.606], [-4.985, 0.283, 0.759], [3.335, -2.442, 1.582], [3.395, -2.495, 0.215], [-6.258, -0.250, 0.774], [1.154, -1.515, 0.083], [-5.888, 2.495, 0.768], [4.147, 0.925, -2.423], [-4.716, 1.683, 0.756], [2.020, 1.778, -1.648], [3.737, 1.082, -0.093], [4.596, 0.754, -1.130], [2.321, -2.024, -1.966], [2.438, 1.582, -0.334], [2.876, 1.444, -2.675], [1.233, -1.554, -2.648], [-7.164, 1.974, 0.778], [1.119, -1.472, 1.507], [0.122, -1.111, -1.913], [2.206, -1.926, 2.226], [-7.366, 0.593, 0.786], [2.389, 1.555, 1.851], [2.315, -2.024, -0.558], [-0.772, -0.784, -2.437], [4.150, -2.833, 2.173], [4.253, -2.904, -0.297], [2.561, 1.583, -3.696], [1.044, 2.208, -1.839], [4.791, 0.664, -3.249], [2.010, 1.671, 2.849], [-0.854, -1.126, 1.630], [2.166, -1.899, 3.307], [3.190, -2.398, -2.486], [-0.051, -1.177, 3.114], [5.585, 0.380, -0.918], [1.222, -1.513, -3.726]], "lowdin_charge": [0.965, 0.696, 0.648, 0.672, 0.671, 0.651, 1.077, -0.421, 0.093, 0.008, 0.064, -0.613, -0.098, -0.051, -0.712, -0.180, -0.619, -0.084, -0.559, -0.020, -0.462, -0.088, -0.005, -0.335, -0.084, -0.046, -0.714, -0.276, -0.141, -0.053, -0.732, -0.441, -0.158, 0.117, 0.109, 0.113, 0.108, 0.113, 0.107, 0.083, 0.032, 0.116, 0.122, 0.105, 0.112, 0.110]}

4.
{"formula": "C26H25BeCl2Ge2N2O8", "method": "wB97M-V/def2-TZVPD", "gap_ev": [7.0978, 7.7167], "spin_multiplicity": 2, "e_tot_ev": -185202.323, "species": ["Ge", "Ge", "Cl", "Cl", "O", "O", "O", "O", "O", "O", "O", "O", "N", "N", "C", "C", "C", "C", "C", "C", "C", "C", "C", "C", "C", "C", "C", "C", "C", "C", "C", "C", "C", "C", "C", "C", "C", "C", "C", "C", "Be", "H", "H", "H", "H", "H", "H", "H", "H", "H", "H", "H", "H", "H", "H", "H", "H", "H", "H", "H", "H", "H", "H", "H", "H", "H"], "xyz": [[2.535, 0.126, 0.007], [3.370, -1.276, 1.836], [-1.490, -1.704, 1.421], [-0.207, -1.007, -5.525], [-2.084, -1.153, 0.183], [-2.107, -1.205, 2.591], [-0.085, -1.108, 1.272], [-0.699, 1.362, 0.055], [-1.402, -3.121, 1.385], [-1.421, 3.205, -4.040], [-1.215, 3.051, -1.328], [-1.139, 1.833, -5.752], [-0.249, -0.274, -1.787], [-0.034, -1.049, -2.860], [2.274, 3.042, -0.390], [-1.108, 2.031, -4.568], [4.072, 3.721, 1.607], [-0.696, 0.944, -3.621], [-0.906, 1.899, -1.107], [4.520, -0.844, -4.205], [2.883, 2.025, 0.346], [3.344, -0.276, -1.726], [1.511, -2.818, -3.593], [-0.289, -0.334, -3.979], [3.650, 0.234, -4.077], [2.785, -3.125, 1.613], [3.070, 0.515, -2.846], [3.462, 4.718, 0.859], [0.146, -3.135, -1.634], [3.779, 2.385, 1.355], [4.792, -1.644, -3.105], [5.324, -1.273, 1.873], [2.065, -4.074, -3.391], [1.676, -4.856, -2.315], [-0.653, 0.910, -2.224], [4.194, -1.372, -1.880], [0.553, -2.361, -2.707], [0.713, -4.381, -1.435], [2.668, -0.571, 3.511], [2.561, 4.377, -0.141], [-0.422, -0.165, -0.041], [-0.636, -2.796, -0.980], [4.268, 1.621, 1.946], [2.117, -5.833, -2.163], [3.682, 5.759, 1.059], [3.433, 0.863, -4.932], [5.652, -1.869, 2.727], [4.412, -2.011, -1.031], [3.112, -1.119, 4.344], [1.552, 2.805, -1.162], [2.419, 1.379, -2.757], [2.075, 5.150, -0.723], [0.383, -4.983, -0.598], [5.465, -2.488, -3.202], [2.820, -4.429, -4.081], [3.238, -3.571, 0.726], [-1.373, 3.228, -3.047], [5.725, -0.264, 1.975], [2.888, 0.489, 3.629], [1.856, -2.203, -4.410], [4.983, -1.057, -5.161], [1.700, -3.179, 1.517], [1.586, -0.703, 3.540], [4.773, 3.981, 2.391], [5.730, -1.714, 0.963], [3.088, -3.703, 2.488]], "lowdin_spin": [0.414, 0.067, 0.005, 0.002, 0.001, 0.005, 0.038, 0.022, 0.003, 0.000, 0.009, 0.000, 0.029, 0.000, 0.014, 0.000, 0.002, 0.002, 0.006, 0.021, 0.069, 0.066, 0.000, 0.007, -0.003, 0.000, 0.021, 0.011, 0.001, 0.024, -0.001, 0.032, 0.001, 0.000, 0.013, 0.027, 0.001, 0.000, 0.002, -0.002, 0.076, 0.000, 0.003, 0.000, 0.001, -0.001, 0.005, 0.002, 0.000, 0.002, 0.001, 0.000, 0.000, 0.000, 0.000, 0.000, 0.000, 0.000, 0.000, 0.000, 0.001, 0.000, 0.000, 0.000, 0.000, 0.000]}

Question: Which formula does entry 3 have?
Answer: C22H13Cl5N3ORbS